1.
A 8-piece molecular cluster, C42H42ClO14 overall in a non-equilibrium geometry. Source: OMol25; level of theory: the ωB97M-V functional and the def2-TZVPD basis.

As for the relative energy (zero: lowest compared OMol25 entry of this formula, charge and spin): 1.9 kcal per mole. Its gap between HOMO and LUMO is 7.4167 eV.

ORCA input file:
```
! RIJCOSX wB97M-V def2-TZVPD def2/J DEFGRID3
* xyz -1 1
Cl 0.571 -0.369 -0.127
C 3.573 -4.762 -2.018
C 2.606 -3.790 -1.385
C 1.611 -4.273 -0.417
C 1.519 -5.694 -0.199
C 2.412 -6.569 -0.837
C 3.377 -6.192 -1.790
O 4.241 -7.061 -2.381
O 0.908 -3.384 0.261
H 4.205 -4.266 -2.661
H 2.580 -2.747 -1.473
H 0.792 -6.011 0.628
H 2.332 -7.704 -0.591
H 5.004 -6.578 -2.859
H 1.455 -2.486 0.317
C -0.971 4.753 1.405
C -0.354 3.327 1.627
C -0.918 2.471 2.589
C -1.977 2.863 3.431
C -2.471 4.266 3.302
C -2.071 5.172 2.240
O -2.696 6.267 1.913
O -0.503 1.289 2.690
H -0.570 5.441 0.509
H 0.520 2.872 0.958
H -2.265 2.350 4.309
H -3.381 4.576 3.741
H -2.250 6.509 1.015
H -0.599 0.872 1.943
C -3.375 2.708 -0.544
C -2.585 1.456 -0.080
C -3.249 0.179 -0.386
C -4.438 0.165 -1.204
C -5.138 1.334 -1.477
C -4.597 2.562 -1.278
O -5.185 3.730 -1.685
O -2.567 -0.926 -0.137
H -2.570 3.665 -0.347
H -1.663 1.554 0.551
H -4.800 -0.856 -1.644
H -6.009 1.181 -2.068
H -5.595 3.838 -2.720
H -1.756 -0.609 0.106
C 4.890 -3.463 3.403
C 4.729 -2.567 2.198
C 3.441 -1.985 1.985
C 2.341 -2.366 2.771
C 2.519 -3.266 3.828
C 3.753 -3.829 4.194
O 3.872 -4.579 5.286
O 3.470 -1.101 0.946
H 6.012 -3.674 3.518
H 5.586 -2.350 1.612
H 1.366 -2.023 2.622
H 1.514 -3.487 4.368
H 3.161 -4.965 5.677
H 2.722 -0.707 0.868
C 1.261 4.813 -2.987
C 1.424 3.333 -2.476
C 2.397 3.208 -1.393
C 3.328 4.207 -0.989
C 3.022 5.562 -1.320
C 2.101 5.841 -2.374
O 1.945 7.100 -2.894
O 2.676 1.901 -0.989
H 0.593 5.035 -3.747
H 0.920 2.668 -3.063
H 4.188 4.020 -0.270
H 3.432 6.344 -0.704
H 2.005 8.000 -2.157
H 1.921 1.362 -0.945
C -0.349 1.045 -6.411
C 0.059 -0.154 -5.581
C -0.196 -0.232 -4.143
C -0.954 0.832 -3.621
C -1.438 1.857 -4.406
C -1.153 2.042 -5.787
O -1.595 3.119 -6.451
O 0.300 -1.236 -3.462
H 0.085 1.153 -7.379
H 0.848 -0.868 -5.993
H -1.231 0.685 -2.656
H -2.024 2.731 -3.691
H -0.974 3.211 -7.232
H 0.156 -1.114 -2.507
C -3.583 -3.465 4.205
C -2.979 -4.018 3.052
C -1.952 -3.287 2.330
C -1.543 -1.993 2.852
C -2.102 -1.435 3.913
C -3.138 -2.235 4.628
O -3.827 -1.593 5.703
O -1.438 -3.846 1.284
H -4.361 -4.054 4.615
H -3.447 -4.937 2.542
H -0.726 -1.350 2.375
H -1.975 -0.375 4.192
H -3.589 -0.734 6.159
H -0.576 -3.935 1.282
*
```



2.
C42H42N2O7PdS4Te as an isolated structure. Source: OMol25; level of theory: the ωB97M-V functional and the def2-TZVPD basis.

As for the relative energy (zero: lowest compared OMol25 entry of this formula, charge and spin): 0.0 kcal per mole. Its gap between HOMO and LUMO (alpha / beta) is 7.3765 / 6.4252 eV.

ORCA input file:
```
! RIJCOSX wB97M-V def2-TZVPD def2/J DEFGRID3
* xyz -1 6
Pd 0.340 -0.360 1.479
S 1.038 -1.871 4.151
S -0.231 -1.978 5.538
S -2.449 -3.971 2.869
S -2.030 -2.438 1.853
C -8.277 0.010 -3.448
C -7.039 0.227 -2.619
C -6.720 -0.619 -1.567
C -5.577 -0.427 -0.793
C -5.277 -1.393 0.321
C -4.739 0.644 -1.093
Te -3.011 1.120 0.199
N -1.370 0.654 1.617
C -0.953 1.332 2.655
O 0.211 0.979 3.085
C -1.616 2.501 3.289
C -2.992 2.580 3.459
C -3.561 3.715 4.017
C -2.755 4.777 4.403
C -1.377 4.695 4.248
C -0.807 3.558 3.697
C -1.550 1.152 -1.308
C -1.503 0.156 -2.283
C -2.358 -1.081 -2.278
C -0.541 0.262 -3.283
C 0.381 1.293 -3.312
C 1.426 1.372 -4.391
C 0.336 2.242 -2.300
C -0.612 2.197 -1.286
C -0.519 3.246 -0.210
C -5.038 1.524 -2.137
C -4.157 2.686 -2.517
C -6.189 1.292 -2.885
H -8.806 -0.890 -3.136
H -8.028 -0.096 -4.506
H -8.964 0.853 -3.358
H -7.372 -1.456 -1.341
H -6.086 -2.112 0.441
H -5.137 -0.884 1.278
H -4.358 -1.948 0.126
H -3.617 1.739 3.181
H -4.634 3.770 4.152
H -3.201 5.668 4.828
H -0.745 5.518 4.558
H 0.264 3.469 3.571
H -2.636 -1.369 -1.263
H -1.780 -1.903 -2.696
H -3.275 -0.948 -2.858
H -0.475 -0.533 -4.017
H 1.434 0.467 -4.996
H 2.420 1.502 -3.959
H 1.242 2.222 -5.053
H 1.076 3.035 -2.278
H -0.104 4.165 -0.627
H 0.156 2.904 0.578
H -1.482 3.487 0.245
H -3.731 3.186 -1.645
H -4.727 3.422 -3.084
H -3.315 2.355 -3.131
H -6.425 1.971 -3.700
C 8.480 -1.010 -0.412
C 7.053 -0.716 -0.030
C 6.106 -0.379 -0.991
C 4.790 -0.091 -0.650
C 3.795 0.272 -1.722
C 4.410 -0.161 0.694
C 5.335 -0.511 1.675
C 4.965 -0.585 3.134
C 6.648 -0.774 1.296
C 2.965 0.105 1.023
O 2.449 1.192 0.779
O 2.332 -0.923 1.490
H 8.627 -0.914 -1.488
H 8.767 -2.023 -0.124
H 9.169 -0.323 0.083
H 6.399 -0.340 -2.035
H 4.250 0.181 -2.710
H 3.430 1.291 -1.585
H 2.913 -0.373 -1.689
H 3.890 -0.670 3.278
H 5.308 0.310 3.660
H 5.440 -1.447 3.604
H 7.371 -1.043 2.062
O 0.492 -2.456 -2.133
C 0.657 -2.221 -0.938
O 0.021 -1.322 -0.280
C 1.702 -3.028 -0.195
C 2.957 -3.170 -0.774
C 3.984 -3.820 -0.102
C 3.748 -4.389 1.140
C 2.469 -4.295 1.661
C 1.450 -3.612 1.035
N 2.192 -4.952 2.957
O 1.032 -5.057 3.302
O 3.143 -5.333 3.615
H 3.121 -2.740 -1.754
H 4.969 -3.889 -0.546
H 4.517 -4.907 1.692
H 0.477 -3.546 1.501
*
```



3.
C42H42NNiP2 as an isolated structure in a non-equilibrium geometry. Source: OMol25; level of theory: the ωB97M-V functional and the def2-TZVPD basis.

Its gap between HOMO and LUMO (alpha / beta) is 4.4918 / 4.8050 eV.

ORCA input file:
```
! RIJCOSX wB97M-V def2-TZVPD def2/J DEFGRID3
* xyz -1 3
Ni -0.677 -0.634 -0.509
C 1.335 -5.345 -0.355
C 1.350 -4.034 0.468
C 1.914 -4.342 1.863
C -0.015 -3.406 0.397
C -0.358 -2.644 -0.735
C -1.702 -2.262 -0.939
C -2.712 -2.692 0.003
C -4.146 -2.410 -0.308
C -2.320 -3.307 1.178
C -0.928 -3.584 1.405
H 2.234 -5.932 -0.083
H 1.345 -5.182 -1.438
H 0.422 -5.914 -0.140
H 2.038 -3.362 -0.046
H 1.348 -5.135 2.390
H 1.910 -3.477 2.549
H 2.962 -4.696 1.804
H 0.360 -2.671 -1.556
H -2.008 -1.917 -1.935
H -4.267 -1.357 -0.543
H -4.763 -2.670 0.565
H -4.504 -2.942 -1.196
H -2.994 -3.626 1.923
H -0.653 -3.968 2.372
C 1.533 2.740 0.841
N 1.159 1.381 0.484
P 1.151 0.737 -1.128
C 2.501 -0.443 -1.477
C 3.496 -0.791 -0.533
C 4.651 -1.473 -0.966
C 4.785 -1.853 -2.314
C 3.772 -1.523 -3.231
C 2.657 -0.755 -2.848
C 1.504 2.111 -2.192
C 0.670 2.503 -3.274
C 1.064 3.564 -4.023
C 2.253 4.258 -3.810
C 3.116 3.824 -2.791
C 2.762 2.736 -2.011
P -0.087 0.617 1.344
C -1.617 1.408 1.793
C -1.813 2.126 2.965
C -3.026 2.739 3.224
C -4.074 2.595 2.301
C -3.864 1.889 1.120
C -2.798 0.887 1.035
C 0.619 0.007 2.872
C 1.995 0.216 3.108
C 2.521 -0.001 4.369
C 1.656 -0.237 5.451
C 0.254 -0.439 5.237
C -0.258 -0.252 3.931
H 2.629 2.882 0.806
H 1.216 2.910 1.895
H 0.990 3.433 0.235
H 3.420 -0.404 0.485
H 5.387 -1.760 -0.222
H 5.623 -2.488 -2.611
H 3.871 -1.848 -4.258
H 1.920 -0.376 -3.538
H -0.300 2.030 -3.374
H 0.364 3.902 -4.809
H 2.559 5.136 -4.407
H 4.090 4.290 -2.616
H 3.432 2.340 -1.230
H -1.023 2.250 3.683
H -3.227 3.274 4.151
H -5.038 3.092 2.471
H -4.544 2.028 0.278
H -3.061 -0.071 1.505
H 2.565 0.574 2.272
H 3.578 0.057 4.488
H 2.025 -0.327 6.453
H -0.379 -0.618 6.100
H -1.313 -0.393 3.706
C -2.113 0.636 -0.303
C -2.478 1.556 -1.396
C -3.217 1.090 -2.500
C -3.825 1.944 -3.424
C -3.593 3.301 -3.332
C -2.906 3.795 -2.222
C -2.231 2.941 -1.344
H -3.371 0.023 -2.580
H -4.479 1.565 -4.216
H -3.977 3.967 -4.099
H -2.813 4.878 -2.070
H -1.536 3.329 -0.591
*
```